1.
A cluster of 10 separate species, C30H80O30S10 in total. Source: the OMol25 dataset; level of theory: ωB97M-V with the def2-TZVPD basis set.

```
150
Properties=species:S:1:pos:R:3:lowdin_charge:R:1
C 0.878 1.544 -8.494 -0.051
C 0.917 0.287 -7.604 -0.261
O 2.080 0.328 -6.746 -0.270
S 1.881 0.202 -5.122 0.625
C 1.250 1.887 -4.826 -0.097
O 0.911 -0.772 -4.709 -0.292
O 3.183 0.148 -4.498 -0.281
H 1.793 1.587 -9.085 0.079
H 0.660 2.533 -8.091 0.072
H 0.060 1.215 -9.135 0.076
H 0.031 0.188 -6.977 0.086
H 1.044 -0.657 -8.134 0.115
H 1.859 2.566 -5.422 0.071
H 1.292 2.024 -3.746 0.062
H 0.265 2.028 -5.273 0.044
C -2.379 -3.796 -3.034 -0.044
C -1.811 -2.825 -4.099 -0.244
O -1.822 -3.494 -5.356 -0.273
S -1.492 -2.643 -6.731 0.708
C -2.496 -3.648 -7.938 -0.087
O -2.129 -1.327 -6.582 -0.328
O -0.037 -2.758 -7.023 -0.304
H -1.722 -4.661 -2.946 0.078
H -3.399 -4.162 -3.157 0.078
H -2.389 -3.454 -1.999 0.052
H -2.455 -1.950 -4.182 0.091
H -0.786 -2.507 -3.907 0.108
H -3.536 -3.377 -7.760 0.061
H -2.297 -4.680 -7.648 0.066
H -2.353 -3.355 -8.978 0.071
C -0.525 5.048 -1.266 -0.050
C -1.792 5.827 -1.685 -0.271
O -1.261 7.049 -2.143 -0.288
S -1.932 8.490 -1.707 0.669
C -3.523 8.113 -2.476 -0.124
O -1.985 8.566 -0.237 -0.302
O -1.238 9.513 -2.458 -0.275
H 0.246 5.121 -2.033 0.082
H -0.612 3.968 -1.143 0.051
H -0.144 5.423 -0.316 0.071
H -2.478 5.332 -2.371 0.119
H -2.289 5.984 -0.728 0.108
H -4.154 7.349 -2.023 0.074
H -3.277 7.878 -3.511 0.075
H -4.124 9.022 -2.453 0.068
C 3.701 -0.182 1.482 -0.046
C 5.058 0.506 1.864 -0.261
O 4.785 1.914 1.865 -0.287
S 5.837 3.015 2.644 0.710
C 4.911 2.960 4.283 -0.082
O 7.183 2.499 2.776 -0.298
O 5.560 4.302 1.994 -0.299
H 3.679 -0.214 0.393 0.077
H 2.877 0.384 1.917 0.065
H 3.786 -1.207 1.841 0.063
H 5.433 0.127 2.815 0.093
H 5.792 0.209 1.115 0.117
H 4.804 2.004 4.795 0.051
H 3.870 3.135 4.011 0.035
H 5.290 3.738 4.945 0.067
C -0.050 -2.089 1.905 -0.032
C -0.943 -1.588 0.738 -0.233
O -1.259 -0.199 0.997 -0.302
S -1.913 0.682 -0.265 0.753
C -0.373 0.666 -1.427 -0.070
O -2.978 -0.239 -0.841 -0.352
O -2.213 2.077 0.087 -0.300
H 0.419 -3.025 1.601 0.070
H -0.558 -2.260 2.854 0.057
H 0.700 -1.330 2.127 0.065
H -0.342 -1.702 -0.165 0.111
H -1.838 -2.199 0.620 0.081
H -0.506 1.571 -2.021 0.033
H -0.315 -0.249 -2.016 0.053
H 0.588 0.768 -0.922 0.059
C -0.835 -5.951 4.412 -0.040
C 0.122 -5.410 3.358 -0.303
O 0.968 -6.449 2.898 -0.290
S 2.539 -6.123 2.747 0.682
C 2.692 -6.094 4.649 -0.066
O 3.162 -7.334 2.232 -0.284
O 2.744 -4.781 2.191 -0.314
H -1.246 -6.933 4.179 0.095
H -1.630 -5.213 4.527 0.066
H -0.340 -5.909 5.382 0.074
H -0.272 -4.912 2.472 0.106
H 0.695 -4.594 3.798 0.096
H 3.685 -6.456 4.914 0.063
H 1.811 -6.651 4.968 0.055
H 2.568 -5.055 4.954 0.048
C 3.297 -1.383 5.010 -0.077
C 4.695 -1.796 5.125 -0.320
O 5.372 -0.854 5.898 -0.289
S 5.552 -1.119 7.540 0.699
C 6.839 -2.461 7.458 -0.086
O 6.179 0.092 8.058 -0.293
O 4.251 -1.568 8.062 -0.302
H 3.250 -0.319 4.775 0.068
H 2.652 -1.529 5.876 0.087
H 2.865 -1.787 4.094 0.074
H 4.889 -2.738 5.638 0.105
H 5.256 -1.831 4.192 0.125
H 7.402 -2.314 8.380 0.068
H 7.455 -2.286 6.576 0.073
H 6.281 -3.388 7.325 0.059
C -2.779 -1.475 4.886 -0.038
C -3.546 -1.772 3.568 -0.287
O -3.089 -3.048 3.280 -0.294
S -4.124 -4.115 2.540 0.670
C -4.318 -3.178 0.934 -0.082
O -3.436 -5.310 2.187 -0.276
O -5.387 -4.179 3.283 -0.291
H -1.775 -1.888 4.978 0.071
H -3.341 -1.881 5.727 0.084
H -2.632 -0.404 5.024 0.052
H -4.609 -1.655 3.777 0.127
H -3.274 -1.080 2.770 0.107
H -3.537 -3.527 0.258 0.045
H -4.230 -2.109 1.128 0.046
H -5.279 -3.435 0.487 0.072
C -3.232 3.425 -7.839 -0.057
C -2.991 3.172 -6.367 -0.340
O -3.944 2.477 -5.674 -0.246
S -3.643 1.920 -4.121 0.691
C -4.533 0.279 -4.123 -0.065
O -2.209 1.706 -4.023 -0.309
O -4.387 2.674 -3.115 -0.300
H -4.170 3.974 -7.920 0.079
H -3.442 2.483 -8.346 0.076
H -2.408 3.844 -8.417 0.084
H -2.075 2.587 -6.290 0.099
H -2.919 4.145 -5.881 0.125
H -4.602 0.018 -3.067 0.059
H -3.931 -0.340 -4.789 0.037
H -5.468 0.521 -4.627 0.066
C 0.521 0.677 4.805 -0.067
C -0.608 1.639 4.488 -0.256
O -0.752 1.867 3.086 -0.282
S 0.287 2.908 2.357 0.691
C -0.940 4.304 2.150 -0.082
O 1.349 3.314 3.301 -0.299
O 0.535 2.434 1.007 -0.300
H 1.480 1.059 4.456 0.054
H 0.420 -0.176 4.134 0.062
H 0.604 0.461 5.870 0.096
H -1.578 1.258 4.809 0.102
H -0.335 2.610 4.902 0.113
H -1.564 4.196 1.262 0.041
H -0.293 5.180 2.184 0.065
H -1.606 4.357 3.011 0.067
```

As for the molar mass: 1241.61 g mol⁻¹. As for the net charge: 0. The total energy is -7429.7883 Eh. The SMILES is CCOS(C)(=O)=O.CCOS(C)(=O)=O.CCOS(C)(=O)=O.CCOS(C)(=O)=O.CCOS(C)(=O)=O.CCOS(C)(=O)=O.CCOS(C)(=O)=O.CCOS(C)(=O)=O.CCOS(C)(=O)=O.CCOS(C)(=O)=O. As for the relative energy (zero: lowest compared OMol25 entry of this formula, charge and spin): 146.46 kcal/mol. As for the HOMO-LUMO gap: 0.4007 Eh.

---

2.
A cluster of 2 separate species, C3H8O2 in total. Source: the OMol25 dataset; level of theory: ωB97M-V with the def2-TZVPD basis set.

```
13
Properties=species:S:1:pos:R:3:nbo_charge:R:1
C 2.614 -0.952 -1.655 -0.414
C 1.528 -0.386 -1.151 -0.195
C 0.717 0.543 -2.057 -0.104
O -0.325 1.250 -1.420 -0.714
H 3.150 -1.631 -1.002 0.204
H 2.924 -0.759 -2.670 0.193
H 1.125 -0.645 -0.182 0.210
H 1.424 1.194 -2.523 0.169
H 0.246 -0.067 -2.826 0.183
H 0.000 2.106 -1.124 0.468
O -4.251 -0.471 5.300 -0.923
H -5.186 -0.462 5.526 0.462
H -3.968 0.279 5.783 0.461
```

As for the molar mass: 76.09 g mol⁻¹. As for the net charge: 0. The total energy is -269.5316 Eh. The SMILES is C=CCO.O. As for the relative energy (zero: lowest compared OMol25 entry of this formula, charge and spin): 39.70 kcal/mol. As for the HOMO-LUMO gap: 0.3957 Eh.

---

3.
The ion C3H5O3 with charge -1. Source: the OMol25 dataset; level of theory: ωB97M-V with the def2-TZVPD basis set.

```
11
Properties=species:S:1:pos:R:3:nbo_charge:R:1
O 1.373 -0.631 1.079 -0.797
C 1.235 0.156 0.114 0.767
O 2.090 0.562 -0.688 -0.781
C -0.238 0.651 -0.116 -0.556
C -1.277 -0.382 0.350 -0.060
O -2.455 -0.367 -0.516 -0.757
H -0.323 1.560 0.467 0.204
H -0.323 0.757 -1.204 0.185
H -1.707 -0.092 1.300 0.162
H -0.823 -1.361 0.320 0.183
H -2.099 -0.077 -1.362 0.451
```

As for the molar mass: 89.07 g mol⁻¹. As for the net charge: -1. The total energy is -343.0822 Eh. The SMILES is O=C([O-])CCO. As for the relative energy (zero: lowest compared OMol25 entry of this formula, charge and spin): 3.69 kcal/mol. As for the HOMO-LUMO gap: 0.2954 Eh.

---

4.
The molecule C5H13NS2. Source: the OMol25 dataset; level of theory: ωB97M-V with the def2-TZVPD basis set.

```
21
Properties=species:S:1:pos:R:3:nbo_charge:R:1
S 2.829 -1.088 -1.071 -0.061
C 2.782 0.648 -0.435 -0.486
C 1.520 0.911 0.351 -0.453
C 0.272 0.942 -0.488 -0.245
N -1.069 0.862 0.082 -0.617
C -1.334 -0.452 0.711 -0.246
C -2.760 -0.929 0.392 -0.548
S -2.780 -2.355 -0.715 -0.033
H 2.379 -1.654 0.055 0.114
H 3.647 0.712 0.223 0.221
H 2.907 1.256 -1.320 0.221
H 1.609 1.701 1.118 0.215
H 1.479 0.145 1.141 0.202
H 0.361 0.217 -1.306 0.208
H 0.224 1.816 -1.149 0.198
H -1.142 1.584 0.790 0.350
H -0.630 -1.145 0.324 0.201
H -1.154 -0.410 1.792 0.178
H -3.322 -1.076 1.318 0.223
H -3.299 -0.072 -0.015 0.234
H -2.519 -1.614 -1.799 0.125
```

As for the molar mass: 151.30 g mol⁻¹. As for the net charge: 0. The total energy is -1049.3938 Eh. The SMILES is SCCCNCCS. As for the relative energy (zero: lowest compared OMol25 entry of this formula, charge and spin): 26.96 kcal/mol. As for the HOMO-LUMO gap: 0.3573 Eh.

---

5.
A structure of composition C4H9IN. Source: the OMol25 dataset; level of theory: ωB97M-V with the def2-TZVPD basis set.

```
15
Properties=species:S:1:pos:R:3:nbo_charge:R:1
C 0.661 -0.204 -1.130 -0.224
C -0.613 -0.187 -0.410 -0.053
C -1.705 0.749 -0.863 -0.638
C 1.419 -0.680 1.624 -0.233
N 0.619 0.330 0.195 -0.412
I -0.171 -1.144 3.051 0.252
H 1.194 -1.017 -1.316 0.225
H 0.959 0.572 -1.821 0.234
H -1.077 -1.121 0.149 0.258
H -1.346 1.677 -1.331 0.225
H -2.113 1.155 0.022 0.237
H -2.227 0.078 -1.615 0.266
H 1.785 -1.605 1.187 0.235
H 2.018 0.061 1.953 0.198
H 0.595 1.337 0.305 0.429
```

As for the molar mass: 198.03 g mol⁻¹. As for the net charge: +1. The total energy is -509.8850 Eh. As for the relative energy (zero: lowest compared OMol25 entry of this formula, charge and spin): 74.35 kcal/mol. As for the HOMO-LUMO gap: 0.3588 Eh.

---

no.,largest force on an atom (eV/A)
1,4.1
2,1.7
3,1.3
4,2.2
5,5.3